{
  "formula": "C28H35O4P2",
  "method": "wB97M-V/def2-TZVPD",
  "total_charge": -1,
  "lumo_energy_ev": 2.31,
  "homo_ha": -0.112,
  "homo_lumo_gap_ev": 5.35,
  "species": ["C", "C", "P", "P", "O", "O", "O", "C", "C", "O", "H", "H", "H", "H", "H", "H", "H", "H", "H", "H", "H", "C", "C", "C", "C", "C", "C", "H", "H", "H", "H", "H", "H", "C", "C", "C", "C", "C", "C", "H", "H", "H", "H", "H", "H", "C", "C", "C", "C", "C", "C", "H", "H", "H", "H", "H", "H", "C", "C", "C", "C", "C", "C", "H", "H", "H", "H", "H", "H"],
  "positions_angstrom": [[0.703290, -0.232332, -2.063894], [-0.152413, -0.918030, -2.958523], [-1.764442, -0.050637, -3.514162], [-3.457975, 1.385187, -3.768991], [-3.761134, 1.576261, -5.462937], [-2.948578, 2.885283, -3.076082], [-2.118906, 0.154729, -1.796865], [-3.391200, -0.401188, -1.379825], [-3.714695, -1.503178, -2.537280], [-2.749946, -1.486275, -3.624169], [1.501464, -0.831010, -1.537758], [0.478838, 0.862878, -1.915664], [0.108788, -1.974889, -3.314613], [-0.914829, 1.110474, -3.661307], [-1.574209, -0.266950, -4.942006], [-3.906798, 0.657791, -5.769919], [-2.944755, 2.788100, -2.105193], [-3.389770, -0.947137, -0.368205], [-4.236884, 0.353730, -1.207838], [-3.543272, -2.486953, -1.977941], [-4.797157, -1.571935, -2.869590], [0.198791, -0.536287, 1.710977], [1.081892, 0.511209, 1.474445], [2.060435, 0.823540, 2.412415], [2.162195, 0.080850, 3.584621], [1.281348, -0.969659, 3.820213], [0.296772, -1.275788, 2.885662], [-0.565686, -0.776216, 0.979419], [1.006704, 1.085166, 0.557554], [2.744702, 1.644934, 2.229635], [2.928550, 0.320998, 4.314052], [1.361894, -1.550014, 4.733677], [-0.393335, -2.091397, 3.071877], [-8.552700, 3.034614, -0.726371], [-8.492151, 1.740919, -0.220150], [-7.773505, 0.761130, -0.898074], [-7.106960, 1.077886, -2.077800], [-7.164505, 2.372899, -2.582144], [-7.890621, 3.350134, -1.909220], [-9.115746, 3.797810, -0.199554], [-9.006106, 1.495355, 0.703389], [-7.731762, -0.249565, -0.506555], [-6.542359, 0.315981, -2.603697], [-6.643177, 2.619851, -3.500532], [-7.939670, 4.358369, -2.305591], [3.854422, 2.096855, -1.173827], [4.786637, 2.432325, -0.197432], [6.037606, 1.823930, -0.190514], [6.359663, 0.886463, -1.166725], [5.428338, 0.553882, -2.145345], [4.174378, 1.155584, -2.146704], [2.877892, 2.568671, -1.177151], [4.537598, 3.168427, 0.559748], [6.761950, 2.080809, 0.574894], [7.336736, 0.415284, -1.164496], [5.679979, -0.175960, -2.907318], [3.446421, 0.892157, -2.905933], [6.164718, -3.821488, 5.939374], [6.796762, -3.034514, 4.982516], [6.057244, -2.462168, 3.952650], [4.683177, -2.669030, 3.885186], [4.050730, -3.452947, 4.844118], [4.791474, -4.032844, 5.868825], [6.742058, -4.270409, 6.740382], [7.867160, -2.867627, 5.038941], [6.551127, -1.854028, 3.202907], [4.105710, -2.218857, 3.085182], [2.979155, -3.612662, 4.792033], [4.298651, -4.648488, 6.613201]],
  "atomic_forces_ev_per_a": [[-1.8, -2.2, -2.3], [2.0, 0.5, 1.7], [2.3, 0.3, -1.6], [-2.5, -0.2, 0.8], [0.9, 0.3, 0.8], [0.4, -0.6, -1.2], [-2.1, -0.3, 1.2], [-0.4, -0.5, -0.8], [0.4, -1.8, 1.4], [-1.8, 1.1, 2.2], [-0.6, 1.2, -0.7], [0.4, -1.3, 0.3], [-0.4, 1.3, 0.9], [0.0, 0.5, 0.7], [0.1, 0.0, 0.1], [0.3, 0.6, 0.3], [-0.1, -0.4, -0.7], [0.8, 0.6, -1.3], [1.2, -0.6, -0.8], [-0.2, 0.9, -0.8], [1.2, 0.7, 0.0], [-0.1, -0.1, 0.0], [0.0, 0.1, 0.0], [-0.1, -0.1, 0.0], [0.0, 0.0, 0.0], [0.0, 0.0, 0.0], [0.1, 0.1, 0.0], [0.1, 0.1, 0.0], [0.0, -0.1, 0.0], [0.0, -0.1, 0.0], [0.0, 0.0, 0.0], [0.0, 0.1, 0.0], [0.0, 0.0, 0.0], [0.0, 0.0, 0.0], [0.0, 0.0, 0.0], [0.0, 0.1, -0.1], [-0.1, -0.1, 0.1], [-0.1, 0.1, 0.0], [0.0, -0.1, 0.1], [0.0, 0.0, 0.0], [0.0, 0.0, -0.1], [0.0, 0.1, 0.0], [0.1, 0.1, 0.0], [0.1, -0.1, 0.1], [0.0, -0.1, 0.0], [0.1, 0.0, 0.0], [0.0, -0.1, -0.1], [0.0, 0.0, -0.1], [-0.1, 0.0, 0.0], [0.0, 0.1, 0.1], [0.0, 0.0, 0.0], [0.0, -0.1, 0.0], [0.0, 0.0, 0.0], [0.0, 0.0, 0.0], [-0.1, 0.0, 0.0], [0.0, 0.0, 0.1], [0.0, 0.0, 0.1], [0.0, 0.0, 0.0], [-0.1, 0.0, 0.0], [0.0, -0.1, 0.1], [0.0, 0.0, 0.0], [0.1, 0.0, 0.0], [0.1, 0.1, -0.1], [0.0, 0.0, 0.0], [-0.1, 0.0, 0.0], [0.0, 0.0, 0.0], [0.0, 0.0, 0.1], [0.1, 0.0, 0.0], [0.0, 0.0, 0.0]]
}

{
  "formula": "C28H36As2MgSi",
  "method": "wB97M-V/def2-TZVPD",
  "lumo_energy_ev": 0.46,
  "homo_ha": -0.128,
  "relative_energy_kj_mol": 0.0,
  "homo_lumo_gap_ev": 3.95,
  "species": ["C", "C", "C", "H", "C", "C", "H", "H", "H", "H", "Mg", "C", "H", "H", "H", "Si", "C", "C", "H", "C", "H", "C", "H", "C", "H", "C", "H", "C", "C", "H", "C", "H", "C", "H", "C", "H", "C", "H", "H", "H", "C", "As", "C", "C", "C", "C", "C", "C", "C", "As", "C", "C", "H", "H", "H", "H", "H", "H", "H", "H", "H", "H", "H", "H", "H", "H", "H", "H"],
  "positions_angstrom": [[1.152732, 3.007878, 0.623211], [0.141179, 3.050018, -0.375502], [-1.106253, 2.778829, 0.249940], [0.268784, 3.350139, -1.412366], [-0.872102, 2.558431, 1.632208], [0.528402, 2.710121, 1.870074], [1.000182, 2.723978, 2.852502], [2.198933, 3.269602, 0.491875], [-2.084899, 2.849170, -0.219007], [-1.634637, 2.417358, 2.397571], [0.265158, 0.900590, 0.449153], [-1.023112, -2.153644, -3.860753], [-1.838836, -1.798657, -3.200250], [-1.489201, -2.142093, -4.853759], [-0.086695, -1.554982, -4.095247], [-0.105520, -0.801079, -2.499154], [1.698567, -0.590701, -2.814022], [2.343808, 0.649289, -2.658965], [1.843580, 1.469706, -2.129685], [3.629459, 0.821163, -3.185133], [4.113875, 1.795798, -3.104894], [4.276258, -0.249174, -3.815634], [5.251262, -0.093197, -4.280385], [3.686208, -1.520930, -3.831947], [4.208659, -2.367877, -4.282581], [2.425393, -1.714809, -3.256293], [1.995300, -2.719366, -3.144976], [-1.023688, 0.745862, -2.916608], [-0.587970, 1.422279, -4.070914], [0.406886, 1.210612, -4.480477], [-1.451064, 2.321753, -4.705848], [-1.143647, 2.764178, -5.653720], [-2.689695, 2.627858, -4.133786], [-3.358433, 3.326878, -4.634410], [-3.077833, 2.031043, -2.927484], [-4.034974, 2.290046, -2.470632], [-2.246629, 1.087556, -2.311799], [-2.534390, 0.604416, -1.368210], [-0.304076, -1.355243, -1.121293], [-0.705567, -3.149848, -3.544254], [3.186693, -0.091140, 3.810132], [1.688680, -0.313890, 2.573250], [2.049021, -2.166509, 2.060014], [0.230095, -0.576934, 3.897892], [0.465608, -0.488530, 5.270101], [-0.609351, -0.622597, 6.167204], [-1.900849, -0.867504, 5.696352], [-2.141323, -0.950542, 4.315101], [-1.084509, -0.797326, 3.422600], [-1.410589, -0.904986, 1.470129], [-3.316649, -0.503761, 1.406336], [-1.532270, -2.855989, 1.365652], [4.092694, 0.013450, 3.198618], [3.255625, -0.971625, 4.460525], [3.024061, 0.815966, 4.403593], [2.123672, -2.769713, 2.970772], [1.258917, -2.526960, 1.396745], [3.009703, -2.146945, 1.532473], [1.476180, -0.318207, 5.645487], [-0.428925, -0.541102, 7.240702], [-2.735313, -0.995676, 6.386886], [-3.145003, -1.135419, 3.938409], [-3.460623, 0.500206, 1.822302], [-3.606564, -0.521482, 0.347769], [-3.853996, -1.268243, 1.980869], [-0.677340, -3.296108, 1.888449], [-2.483494, -3.154540, 1.823006], [-1.509558, -3.116875, 0.302083]],
  "atomic_forces_ev_per_a": [[-0.3, 0.5, 0.3], [-0.3, 0.7, 0.4], [0.1, 0.5, 0.0], [0.0, -0.3, 0.2], [0.4, 0.4, 0.2], [-0.4, 0.5, -0.2], [-0.1, -0.2, -0.4], [-0.2, -0.2, -0.1], [0.3, -0.2, 0.0], [0.2, -0.1, -0.2], [0.4, -0.8, -1.4], [-0.9, -1.0, -2.1], [0.6, -0.2, -0.6], [-0.2, -0.6, -0.5], [-1.1, -1.0, -0.8], [1.4, 3.2, 5.8], [0.3, -0.5, 0.5], [0.7, 0.0, -0.8], [0.1, -0.3, -0.5], [-0.4, -0.1, 0.2], [0.0, -0.3, 0.0], [-0.1, -0.3, -0.1], [-0.3, -0.1, 0.1], [0.3, 0.1, 0.3], [0.0, 0.3, 0.2], [0.2, 0.7, -0.5], [0.1, 0.4, -0.4], [0.7, -0.9, 0.6], [-0.6, 0.3, -0.5], [-0.5, 0.1, 0.0], [0.3, -0.1, 0.3], [-0.1, 0.1, 0.3], [0.0, 0.1, -0.2], [0.1, -0.1, 0.1], [0.3, -0.4, 0.4], [0.2, 0.0, -0.1], [-0.7, 0.4, -0.7], [0.0, 0.2, -0.4], [-0.2, 0.1, -0.2], [-0.1, 0.1, -0.2], [0.0, 0.1, -0.2], [-0.4, -0.4, 0.3], [0.1, 0.1, 0.3], [-0.2, 0.0, -0.3], [-0.6, -0.1, 0.1], [0.1, -0.1, -0.2], [0.1, 0.0, -0.3], [0.5, 0.0, 0.5], [0.1, 0.0, 0.0], [-0.1, -0.2, 1.3], [0.1, 0.1, -0.1], [0.0, 0.1, -0.3], [-0.2, 0.0, 0.3], [0.1, 0.2, -0.1], [0.2, -0.2, -0.1], [0.0, -0.1, -0.3], [0.3, 0.0, 0.1], [-0.2, -0.2, 0.0], [-0.4, 0.0, 0.0], [-0.1, 0.0, -0.3], [0.3, 0.1, -0.1], [0.1, 0.0, 0.2], [-0.1, -0.3, -0.1], [-0.1, 0.0, 0.4], [-0.1, 0.3, -0.3], [-0.3, 0.0, -0.1], [0.3, -0.1, -0.1], [0.0, -0.2, 0.2]]
}

{
  "formula": "C28H36As2SiSm",
  "method": "wB97M-V/def2-TZVPD",
  "total_charge": 1,
  "lumo_energy_ev": [-3.98, -3.31],
  "homo_ha": [-0.373, -0.370],
  "multiplicity": 6,
  "homo_lumo_gap_ev": [6.16, 6.77],
  "species": ["C", "C", "C", "H", "C", "C", "H", "H", "H", "H", "Sm", "C", "H", "H", "H", "Si", "C", "C", "H", "C", "H", "C", "H", "C", "H", "C", "H", "C", "C", "H", "C", "H", "C", "H", "C", "H", "C", "H", "H", "H", "C", "As", "C", "C", "C", "C", "C", "C", "C", "As", "C", "C", "H", "H", "H", "H", "H", "H", "H", "H", "H", "H", "H", "H", "H", "H", "H", "H"],
  "positions_angstrom": [[1.222788, -1.312576, 0.014174], [2.096687, -0.888835, -1.043468], [2.684437, 0.369802, -0.645909], [2.272182, -1.438789, -1.968535], [2.181018, 0.706760, 0.653409], [1.266586, -0.329303, 1.061311], [0.728781, -0.371360, 2.012046], [0.646184, -2.235977, 0.056947], [3.453282, 0.910192, -1.206060], [2.493570, 1.564600, 1.253205], [0.267086, 0.745670, -0.948919], [-3.158668, 3.773457, -2.966116], [-0.278594, 1.573726, -2.994750], [-4.167019, 4.311204, -2.962521], [-3.175722, 2.750640, -2.373372], [1.190755, 2.546314, -3.131042], [0.606110, 2.744463, -4.956616], [1.588432, 2.018753, -5.658776], [2.422596, 1.562343, -5.109549], [1.461900, 1.817526, -7.034492], [2.202928, 1.189578, -7.523648], [0.357705, 2.350411, -7.728611], [0.246632, 2.109163, -8.781234], [-0.560058, 3.165682, -7.069474], [-1.400473, 3.601968, -7.626070], [-0.447140, 3.370251, -5.674893], [-1.218131, 4.020995, -5.245153], [1.882300, 4.446364, -2.763480], [2.357185, 5.102834, -3.918377], [2.238258, 4.628237, -4.892603], [3.195490, 6.240736, -3.851290], [3.621381, 6.655480, -4.769426], [3.516490, 6.828122, -2.620500], [4.197259, 7.681877, -2.579957], [2.942358, 6.267392, -1.469525], [3.164849, 6.752648, -0.528161], [2.162305, 5.089066, -1.513270], [1.944887, 4.602823, -0.554381], [-2.307559, 3.680149, -3.715686], [-2.760637, 4.323007, -2.058210], [-3.461316, -1.598736, -1.858010], [-1.887583, -1.726864, -0.717647], [-1.493691, -3.610092, -1.086585], [-2.843686, -2.087858, 1.001226], [-3.535473, -3.283699, 1.242863], [-4.190245, -3.475026, 2.479374], [-4.182922, -2.462393, 3.440667], [-3.520447, -1.255006, 3.195772], [-2.861296, -1.080886, 1.984023], [-1.975659, 0.659441, 1.433357], [-1.464413, 1.210713, 3.240671], [-3.722873, 1.563502, 1.406823], [-3.071396, -1.288371, -2.838295], [-4.137542, -0.855616, -1.415461], [-3.883541, -2.613819, -1.870548], [-0.919526, -4.008256, -0.240579], [-2.467109, -4.093413, -1.212416], [-0.915280, -3.582395, -2.023546], [-3.563497, -4.078629, 0.480365], [-4.685843, -4.440105, 2.661674], [-4.697286, -2.629432, 4.375628], [-3.548790, -0.478839, 3.951721], [-1.278216, 0.327095, 3.854739], [-0.535470, 1.794723, 3.114860], [-2.265500, 1.836325, 3.648217], [-4.432513, 0.965412, 0.819876], [-4.071784, 1.681867, 2.444961], [-3.562735, 2.539238, 0.923564]],
  "atomic_forces_ev_per_a": [[1.2, 0.0, 0.7], [0.3, 0.1, 1.2], [0.6, -1.0, 0.5], [0.0, 0.3, 0.3], [0.3, -1.0, -0.1], [1.2, -0.4, -0.3], [0.3, 0.0, -0.4], [0.4, 0.3, -0.1], [-0.5, -0.2, 0.3], [-0.2, -0.3, -0.3], [-3.1, 1.7, -1.8], [0.9, -0.9, 3.8], [-0.2, 0.8, 0.9], [1.3, -1.3, -1.4], [-0.7, 1.5, -1.7], [-0.7, 1.7, -0.5], [0.9, -0.1, 0.2], [-0.8, 0.1, -0.8], [-0.2, 0.1, -0.3], [-0.4, 0.0, 0.0], [-0.2, 0.2, -0.2], [0.8, -0.3, 0.4], [0.0, 0.2, 0.1], [0.1, -0.2, 0.7], [0.4, -0.1, 0.3], [0.3, -0.3, -0.6], [0.6, -0.4, 0.2], [-0.5, 0.0, 0.6], [0.8, 0.0, 0.2], [-0.2, 0.3, 0.2], [-0.2, -0.2, 0.3], [-0.2, -0.2, 0.3], [-0.8, -0.7, -0.5], [-0.3, -0.3, 0.1], [-0.1, -0.4, -0.3], [-0.1, -0.2, 0.2], [0.8, -0.1, -0.8], [-0.3, 0.2, -0.4], [-2.0, 0.6, 0.6], [0.4, 0.0, -1.1], [0.4, 0.0, 0.0], [-0.9, -0.7, 0.7], [0.4, 0.8, -0.3], [0.0, 0.3, 0.2], [0.0, 0.0, 0.3], [0.3, -0.1, -0.7], [0.2, -0.2, -0.4], [-0.2, -0.4, -0.2], [1.0, 0.3, -1.1], [-1.5, -0.8, 1.4], [0.7, 0.5, -0.4], [0.2, 0.5, -0.5], [-0.6, -0.1, 0.2], [0.1, -0.3, -0.4], [-0.2, 0.6, -0.2], [-0.2, -0.1, -0.4], [0.5, -0.2, -0.1], [-0.2, -0.6, 0.4], [0.0, 0.4, 0.6], [0.2, 0.6, 0.0], [0.0, 0.1, 0.1], [0.1, 0.0, -0.1], [0.0, 0.2, 0.0], [-0.4, -0.2, 0.5], [0.4, -0.2, 0.1], [0.2, 0.3, 0.2], [0.1, -0.1, -0.5], [-0.4, -0.2, 0.3]]
}